Record 1
84
Properties=species:S:1:pos:R:3 method="wB97M-V/def2-TZVPD" multiplicity=2 largest_force_ev_per_a=3.58 total_energy_ev=-82561.12875 lumo_energy_ha="-0.0161 / -0.0163" orbital_gap_ev="5.69 / 5.77" s_squared=0.756
O 0.20 1.05 -4.48
C -0.93 2.03 -4.31
C -1.63 1.72 -5.60
H -0.52 3.10 -4.17
H -1.64 1.85 -3.57
C -0.48 0.52 -5.64
H -1.68 2.62 -6.30
H -2.59 1.18 -5.51
C 0.68 0.65 -6.69
H 1.12 1.71 -6.74
H 0.29 0.44 -7.71
H 1.49 -0.10 -6.49
C -1.18 -0.95 -5.28
H -1.99 -0.76 -4.49
H -0.40 -1.70 -4.72
H -1.76 -1.34 -6.21
Yb 0.10 1.85 -0.61
C -1.67 0.06 0.16
C -1.95 1.20 0.96
C -2.53 2.23 0.17
H -1.86 1.15 2.03
C -2.51 1.73 -1.16
C -1.95 0.41 -1.17
H -1.88 -0.21 -2.06
H -1.40 -0.92 0.59
H -3.08 3.16 0.50
H -2.98 2.19 -2.04
C 0.46 -1.60 -0.25
C 0.10 -1.66 -1.61
C 1.11 -1.01 -2.36
H -0.79 -2.13 -2.04
C 2.02 -0.42 -1.45
C 1.65 -0.82 -0.13
H 2.25 -0.74 0.79
H -0.03 -2.12 0.58
H 1.27 -1.12 -3.43
H 2.92 0.08 -1.77
O 1.91 3.25 -2.50
C 1.79 3.74 -3.91
C 2.22 5.25 -3.96
H 0.68 3.74 -3.99
H 2.11 3.02 -4.71
C 2.25 5.67 -2.47
H 1.51 5.96 -4.44
H 3.19 5.43 -4.39
C 1.94 4.40 -1.59
H 1.52 6.46 -2.26
H 3.25 6.03 -2.13
H 0.85 4.41 -1.15
H 2.70 4.26 -0.74
C -3.06 -5.48 3.02
C -3.51 -4.15 2.93
C -2.59 -3.10 3.00
C -1.21 -3.35 3.14
C -0.78 -4.68 3.21
C -1.69 -5.73 3.15
Si -0.01 -1.92 3.20
C -0.69 -0.54 4.30
C -0.52 0.82 3.90
C -1.09 1.84 4.64
C -1.78 1.54 5.82
C -1.92 0.23 6.23
C -1.41 -0.82 5.46
C 1.72 -2.36 3.79
C 2.28 -1.74 4.92
C 3.58 -2.06 5.31
C 4.33 -3.00 4.61
C 3.78 -3.62 3.49
C 2.49 -3.30 3.06
H -3.78 -6.30 2.96
H -4.56 -3.93 2.79
H -2.97 -2.08 2.91
H 0.28 -4.92 3.29
H -1.33 -6.76 3.17
H 0.03 1.04 2.95
H -0.98 2.84 4.26
H -2.21 2.34 6.41
H -2.45 -0.01 7.15
H -1.56 -1.86 5.77
H 1.70 -0.99 5.47
H 3.99 -1.55 6.17
H 5.34 -3.24 4.92
H 4.34 -4.34 2.91
H 2.08 -3.76 2.15

***

Record 2
92
Properties=species:S:1:pos:R:3 method="wB97M-V/def2-TZVPD" multiplicity=1 largest_force_ev_per_a=0.16 total_energy_ev=-82765.76746 lumo_energy_ha=0.0134 orbital_gap_ev=7.08
Be 0.95 -1.18 -1.30
C 0.04 4.31 -2.59
Si 1.25 3.83 -1.23
C 1.15 5.15 0.11
C 3.00 4.08 -1.95
N 1.09 2.25 -0.70
P -0.04 1.45 0.08
C -0.05 -0.18 -0.28
P -0.60 -1.65 0.26
N 0.24 -2.62 -0.76
Si 0.78 -4.24 -0.67
C 2.09 -4.49 0.65
C 1.55 -4.64 -2.34
C -0.64 -5.42 -0.33
C -0.26 -2.11 1.99
C 0.85 -1.53 2.60
C 1.24 -1.91 3.88
C 0.51 -2.87 4.56
C -0.61 -3.45 3.97
C -0.99 -3.07 2.69
C -2.39 -1.94 0.09
C -2.88 -2.55 -1.06
C -4.25 -2.62 -1.29
C -5.14 -2.07 -0.37
C -4.65 -1.46 0.78
C -3.28 -1.39 1.00
C -1.70 2.17 -0.21
C -2.14 3.34 0.41
C -3.38 3.88 0.11
C -4.20 3.26 -0.82
C -3.78 2.09 -1.44
C -2.54 1.54 -1.13
C 0.17 1.70 1.89
C -0.86 1.40 2.78
C -0.65 1.45 4.15
C 0.60 1.80 4.64
C 1.63 2.10 3.76
C 1.41 2.06 2.39
H 0.24 5.31 -2.97
H -0.99 4.29 -2.21
H 0.09 3.60 -3.42
H 1.42 6.14 -0.28
H 1.83 4.92 0.94
H 0.15 5.23 0.53
H 3.11 5.10 -2.31
H 3.23 3.43 -2.80
H 3.76 3.92 -1.18
H 2.96 -3.85 0.46
H 2.45 -5.53 0.67
H 1.71 -4.26 1.65
H 2.36 -3.93 -2.56
H 0.81 -4.56 -3.13
H 1.98 -5.64 -2.36
H -1.11 -5.18 0.63
H -0.30 -6.45 -0.28
H -1.41 -5.35 -1.10
H 1.40 -0.76 2.06
H 2.09 -1.44 4.34
H 0.80 -3.16 5.56
H -1.18 -4.19 4.50
H -1.86 -3.52 2.24
H -2.18 -2.97 -1.78
H -4.62 -3.11 -2.18
H -6.20 -2.13 -0.55
H -5.34 -1.03 1.49
H -2.91 -0.91 1.90
H -1.51 3.82 1.15
H -3.70 4.79 0.60
H -5.17 3.68 -1.06
H -4.43 1.59 -2.15
H -2.21 0.62 -1.59
H -1.84 1.13 2.39
H -1.45 1.21 4.83
H 0.77 1.83 5.71
H 2.60 2.39 4.15
H 2.20 2.30 1.69
N 4.00 0.98 -1.46
C 4.42 0.44 -0.26
C 3.62 -0.64 -0.03
N 2.72 -0.76 -1.05
C 2.97 0.24 -1.88
C 2.03 0.36 -2.98
N 1.04 -0.51 -2.97
C 0.22 -0.19 -4.01
C 0.73 0.89 -4.66
N 1.89 1.23 -4.00
H 4.25 1.89 -1.81
H 5.24 0.86 0.30
H 3.64 -1.33 0.80
H -0.68 -0.74 -4.21
H 0.38 1.44 -5.52
H 2.45 2.04 -4.17

***

Record 3
88
Properties=species:S:1:pos:R:3 method="wB97M-V/def2-TZVPD" multiplicity=1 largest_force_ev_per_a=0.56 total_energy_ev=-56299.73056 lumo_energy_ha="-0.0844 / -0.0852" orbital_gap_ev="5.66 / 5.65"
Pd -0.78 1.15 0.86
C -2.35 0.42 7.51
C -2.95 -0.77 6.74
C -4.39 -0.97 7.22
C -2.15 -2.04 7.06
C -2.87 -0.49 5.24
C -1.64 -0.31 4.65
C -1.54 -0.02 3.28
N -0.41 0.17 2.56
C 0.90 0.10 2.88
C 1.47 -0.55 3.99
C 2.83 -0.53 4.18
C 3.64 0.16 3.23
C 3.17 0.77 2.10
C 1.75 0.74 1.88
O 1.23 1.26 0.83
C 4.08 1.45 1.09
C 3.70 2.93 0.95
C 3.96 0.75 -0.28
C 5.55 1.38 1.52
C 3.42 -1.24 5.39
C 4.95 -1.16 5.43
C 3.02 -2.72 5.37
C 2.88 -0.58 6.67
C -2.75 0.17 2.48
O -2.66 0.54 1.26
C -4.02 -0.07 3.09
C -4.03 -0.39 4.42
C -5.31 0.08 2.27
C -6.55 -0.24 3.11
C -5.28 -0.89 1.08
C -5.44 1.53 1.77
H -2.38 0.23 8.58
H -2.91 1.33 7.31
H -1.31 0.60 7.22
H -4.38 -1.16 8.29
H -4.86 -1.83 6.73
H -5.00 -0.09 7.04
H -2.24 -2.28 8.12
H -1.09 -1.91 6.84
H -2.52 -2.89 6.48
H -0.75 -0.34 5.26
H 0.84 -1.11 4.65
H 4.70 0.17 3.40
H 2.69 3.06 0.59
H 4.38 3.42 0.25
H 3.79 3.44 1.92
H 2.95 0.80 -0.67
H 4.26 -0.30 -0.20
H 4.63 1.23 -0.99
H 5.72 1.88 2.48
H 6.16 1.89 0.77
H 5.90 0.35 1.59
H 5.40 -1.63 4.55
H 5.32 -1.69 6.31
H 5.30 -0.13 5.49
H 3.36 -3.20 4.46
H 1.94 -2.85 5.44
H 3.47 -3.24 6.22
H 3.15 0.47 6.71
H 3.29 -1.07 7.56
H 1.79 -0.66 6.73
H -4.99 -0.55 4.90
H -6.52 -1.25 3.50
H -7.43 -0.15 2.48
H -6.67 0.46 3.94
H -5.22 -1.92 1.43
H -4.45 -0.68 0.42
H -6.21 -0.78 0.51
H -5.44 2.23 2.61
H -6.38 1.65 1.23
H -4.62 1.80 1.10
F -3.28 6.31 -6.72
C -3.69 6.60 -5.47
F -3.36 7.88 -5.24
F -5.04 6.54 -5.49
C -3.11 5.67 -4.45
C -3.02 4.31 -4.75
C -2.53 3.43 -3.81
C -2.12 3.88 -2.55
C -2.21 5.25 -2.27
C -2.70 6.13 -3.21
C -1.63 2.97 -1.56
C -1.19 2.21 -0.73
H -3.33 3.95 -5.72
H -2.46 2.37 -4.03
H -1.88 5.61 -1.30
H -2.76 7.19 -2.99

***

Record 4
99
Properties=species:S:1:pos:R:3 method="wB97M-V/def2-TZVPD" multiplicity=2 largest_force_ev_per_a=0.56 charge=-2 total_energy_ev=-166779.65703 lumo_energy_ha="0.1481 / 0.1481" orbital_gap_ev="4.56 / 5.25" s_squared=0.773
Tc 0.51 -1.13 0.88
F -0.46 -6.08 5.18
C 0.19 -5.53 4.14
F -0.05 -6.33 3.08
F 1.51 -5.64 4.42
C -0.23 -4.11 3.90
C -1.21 -3.54 4.70
C -1.59 -2.22 4.47
C -1.00 -1.54 3.43
N -0.08 -2.08 2.61
C 0.34 -3.35 2.86
S 1.61 -3.92 1.83
H -1.66 -4.12 5.49
H -2.35 -1.74 5.05
H -1.29 -0.52 3.19
N -0.70 -2.69 -0.11
H -0.32 -2.96 -1.01
H -1.63 -2.30 -0.26
H -0.79 -3.53 0.45
F -8.28 2.60 0.63
C -7.24 1.73 0.71
C -6.43 1.69 1.83
F -6.68 2.52 2.85
C -5.38 0.80 1.89
F -4.64 0.82 3.01
C -5.07 -0.10 0.86
Se -3.61 -1.31 0.98
C -5.91 -0.02 -0.25
F -5.74 -0.84 -1.30
C -6.97 0.86 -0.34
F -7.76 0.89 -1.43
N 3.40 3.49 5.49
C 2.53 3.79 4.43
S 2.08 5.41 4.20
C 2.13 2.70 3.61
C 2.66 1.38 3.76
C 2.23 0.36 2.96
N 1.32 0.50 1.97
C 0.80 1.75 1.82
C 1.16 2.83 2.58
H 3.46 4.28 6.12
H 3.18 2.63 5.98
H 3.43 1.16 4.48
H 2.63 -0.64 3.07
H 0.05 1.84 1.05
H 0.70 3.79 2.41
C 1.67 2.46 -3.89
C 1.50 1.90 -2.47
C 1.48 3.09 -1.50
C 2.75 1.11 -2.10
P 0.00 0.75 -2.11
N 0.18 -0.03 -0.81
C -0.12 -0.41 -3.63
C -0.47 0.19 -5.00
C 1.23 -1.13 -3.74
C -1.19 -1.48 -3.31
C -1.58 1.77 -2.13
C -2.79 0.85 -2.30
C -1.67 2.84 -3.23
C -1.75 2.43 -0.75
H 2.54 3.11 -3.89
H 0.82 3.04 -4.23
H 1.86 1.67 -4.61
H 2.43 3.63 -1.61
H 1.42 2.76 -0.47
H 0.68 3.81 -1.69
H 3.57 1.80 -1.91
H 3.08 0.43 -2.90
H 2.57 0.52 -1.21
H 0.23 0.95 -5.33
H -1.47 0.61 -5.02
H -0.45 -0.62 -5.75
H 2.00 -0.49 -4.17
H 1.12 -2.00 -4.40
H 1.57 -1.48 -2.77
H -2.12 -1.30 -3.86
H -1.44 -1.49 -2.25
H -0.84 -2.47 -3.58
H -2.88 0.43 -3.30
H -3.69 1.45 -2.12
H -2.80 0.04 -1.57
H -1.48 2.45 -4.23
H -1.01 3.68 -3.07
H -2.70 3.23 -3.24
H -1.86 1.66 0.01
H -2.67 3.02 -0.77
H -0.93 3.08 -0.47
C 1.92 -2.35 0.97
C 3.27 -2.34 0.38
C 3.91 -3.50 -0.07
C 5.17 -3.45 -0.64
C 5.84 -2.24 -0.79
C 5.22 -1.08 -0.34
C 3.96 -1.13 0.23
H 3.41 -4.46 0.02
H 5.64 -4.37 -0.99
H 6.82 -2.20 -1.24
H 5.72 -0.12 -0.44
H 3.48 -0.22 0.57

***

Record 5
91
Properties=species:S:1:pos:R:3 method="wB97M-V/def2-TZVPD" multiplicity=1 largest_force_ev_per_a=1.55 charge=+2 total_energy_ev=-71806.89238 lumo_energy_ha=-0.2055 orbital_gap_ev=6.88
Pt 0.68 0.25 -0.70
N 5.51 1.38 2.89
C 4.35 0.93 2.02
C 4.91 0.02 0.93
C 3.80 -0.65 0.09
N 3.09 0.26 -0.84
C 2.81 -1.34 1.03
C 2.20 -0.40 2.08
N 1.33 0.63 1.48
C 3.32 0.25 2.92
H 6.23 1.86 2.35
H 5.94 0.57 3.34
H 5.20 2.01 3.63
H 3.94 1.84 1.59
H 5.48 -0.79 1.40
H 5.59 0.57 0.28
H 4.28 -1.43 -0.50
H 3.32 0.05 -1.80
H 3.30 1.24 -0.70
H 3.29 -2.18 1.53
H 2.00 -1.73 0.41
H 1.59 -1.01 2.74
H 1.84 1.48 1.26
H 0.55 0.87 2.08
H 3.80 -0.54 3.52
H 2.88 0.97 3.61
C 2.18 3.93 0.13
C 0.88 4.65 -0.25
C 0.63 5.83 0.68
C -0.32 3.69 -0.23
C -1.53 4.24 -1.01
O -1.60 3.41 -2.19
C -0.76 2.40 -2.00
N -0.04 2.44 -0.94
C -0.67 1.33 -2.98
C -1.29 1.44 -4.23
C -1.14 0.42 -5.15
C -0.37 -0.69 -4.83
C 0.25 -0.80 -3.59
C 0.10 0.21 -2.65
P -1.33 -1.01 -0.07
C -1.53 -1.06 1.75
C -1.26 -2.18 2.54
C -1.34 -2.11 3.92
C -1.69 -0.92 4.55
C -1.97 0.20 3.77
C -1.88 0.14 2.39
C -1.99 -2.74 -0.63
C -0.91 -3.70 -0.20
C -1.05 -5.03 -0.15
C -2.20 -5.82 -0.59
C -3.27 -5.37 -1.24
C -3.60 -3.93 -1.48
H 3.03 4.61 0.00
H 2.33 3.06 -0.51
H 2.15 3.63 1.18
H 0.99 5.02 -1.27
H 0.56 5.49 1.72
H -0.30 6.34 0.43
H 1.44 6.55 0.61
H -0.58 3.47 0.82
H -1.40 5.27 -1.33
H -2.48 4.14 -0.48
H -1.87 2.32 -4.46
H -1.62 0.49 -6.12
H -0.24 -1.49 -5.55
H 0.84 -1.68 -3.37
H -0.99 -3.12 2.08
H -1.15 -3.00 4.51
H -1.76 -0.87 5.62
H -2.26 1.13 4.25
H -2.12 1.02 1.81
H 0.06 -3.27 0.00
H -0.19 -5.61 0.16
H -2.10 -6.89 -0.44
H -4.00 -6.09 -1.60
H -4.56 -3.82 -1.98
I -1.05 -3.97 -3.44
C -2.47 -3.03 -2.10
C -3.10 -1.91 -2.88
C -3.90 -0.99 -2.35
C -4.14 -0.85 -0.91
C -4.11 -1.81 0.02
C -3.44 -3.13 -0.17
C -3.65 0.48 -0.45
O -4.13 1.55 -0.28
O -2.26 0.33 -0.37
H -2.96 -1.93 -3.95
H -4.35 -0.24 -2.99
H -4.24 -1.51 1.06
H -3.50 -3.74 0.73